Arrangement P

21
Properties=species:S:1:pos:R:3:mulliken_charge:R:1 method="wB97M-V/def2-TZVPD" gap_ha=0.333 smiles="C=CC/C(=C/N)CC" total_charge=0 mol_weight_g_mol=111.19
C 0.246 -3.041 0.400 -0.8020
C 0.653 -1.828 0.024 0.1544
C 0.026 -1.029 -1.080 -1.0110
C -0.431 0.331 -0.656 0.5018
C -1.688 0.484 -0.204 -0.3314
N -2.171 1.425 0.705 -0.4617
C 0.656 1.409 -0.495 -0.8880
C 1.461 1.550 0.787 -0.9684
H 0.499 -3.409 1.389 0.2397
H -0.434 -3.673 -0.154 0.2889
H 1.502 -1.367 0.506 0.1608
H -0.780 -1.649 -1.552 0.3739
H 0.641 -1.064 -1.991 0.3858
H -2.434 -0.196 -0.602 0.3188
H -1.419 1.843 1.236 0.2247
H -2.937 2.040 0.482 0.2039
H 1.284 1.247 -1.387 0.3024
H 0.085 2.349 -0.618 0.3761
H 2.152 0.703 0.872 0.2558
H 0.890 1.543 1.700 0.3014
H 2.200 2.333 0.637 0.3742

---

Arrangement Q

21
Properties=species:S:1:pos:R:3:mulliken_charge:R:1 method="wB97M-V/def2-TZVPD" gap_ha=0.372 smiles="C/C=C/C=C/CCN" total_charge=0 mol_weight_g_mol=111.19
C -2.258 -3.294 -0.557 -0.9777
C -1.150 -2.474 -0.017 -0.0108
C -1.136 -1.138 0.030 -0.5416
C -0.022 -0.340 0.582 -0.4277
C 0.961 0.072 -0.198 -0.1372
C 1.895 1.174 0.167 -0.5681
C 1.375 2.457 -0.434 -0.6346
N 0.325 3.154 0.394 -0.6695
H -2.994 -2.661 -1.125 0.2890
H -2.710 -3.885 0.330 0.2423
H -1.752 -4.140 -1.240 0.2533
H -0.530 -3.062 0.604 0.3949
H -1.881 -0.462 -0.170 0.3943
H -0.244 0.065 1.603 0.3091
H 1.197 -0.363 -1.224 0.2932
H 2.884 0.987 -0.310 0.2669
H 2.015 1.175 1.336 0.2763
H 1.101 2.421 -1.473 0.3862
H 2.169 3.238 -0.509 0.3087
H -0.407 2.512 0.794 0.2777
H 0.885 3.361 1.189 0.2754

---

Most favorable first, least favorable last: arrangement P, arrangement Q

---

Arrangement P

21
Properties=species:S:1:pos:R:3:mulliken_charge:R:1 method="wB97M-V/def2-TZVPD" gap_ha=0.322 total_charge=0 mol_weight_g_mol=111.19
C -0.084 -0.583 -0.527 0.1709
C -0.079 0.771 -0.103 0.4368
C 0.982 -1.605 -0.248 -1.5111
C -1.018 1.766 -0.733 -1.5133
C 1.686 1.145 -0.997 -0.2123
C -1.562 -0.955 0.755 -0.3398
C -1.447 -1.077 2.071 -0.6199
N 2.829 1.147 -0.454 -0.6506
H -0.607 -0.752 -1.467 0.2529
H 0.177 1.001 0.927 0.3436
H 2.831 0.706 0.472 0.2700
H 1.583 1.602 -1.996 0.3508
H -2.457 -1.321 0.247 0.3162
H 1.770 -1.565 -1.003 0.4390
H 0.558 -2.609 -0.316 0.4400
H 1.408 -1.493 0.751 0.2553
H -1.809 2.035 -0.029 0.3813
H -1.486 1.371 -1.638 0.2934
H -0.490 2.683 -1.008 0.4095
H -0.572 -0.718 2.610 0.2052
H -2.213 -1.551 2.687 0.2821

---

Arrangement Q

21
Properties=species:S:1:pos:R:3:mulliken_charge:R:1 method="wB97M-V/def2-TZVPD" gap_ha=0.359 smiles="C=CC(=C)C[C@H](C)N" total_charge=0 mol_weight_g_mol=111.19
C -2.583 0.688 -0.588 -0.7532
C -1.848 0.212 0.432 -0.2962
C -0.982 -0.957 0.371 0.6319
C -1.285 -2.078 1.028 -1.1725
C 0.235 -0.701 -0.441 -1.1072
C 1.175 0.382 0.184 0.9784
C 1.568 1.402 -0.885 -1.7997
N 2.492 -0.095 0.620 -0.6404
H -2.544 0.362 -1.676 0.2195
H -3.340 1.374 -0.402 0.3405
H -2.135 0.486 1.449 0.3220
H -0.633 -2.930 1.144 0.3001
H -2.177 -2.324 1.393 0.4163
H 0.028 -0.417 -1.453 0.3645
H 0.826 -1.663 -0.503 0.3925
H 0.628 0.975 0.986 0.0936
H 1.939 1.008 -1.816 0.3979
H 2.164 2.183 -0.488 0.5323
H 0.566 1.839 -1.214 0.3447
H 2.691 -0.414 1.534 0.1988
H 3.216 0.669 0.325 0.2362

---

Most favorable first, least favorable last: arrangement Q, arrangement P

---

Arrangement P

44
Properties=species:S:1:pos:R:3:mulliken_charge:R:1 method="wB97M-V/def2-TZVPD" gap_ha=0.389 smiles="C[C@@H](O)CNC(=O)O.O.O.O.O.O.O.O.O.O" total_charge=0 mol_weight_g_mol=281.25
C -0.353 -0.931 1.700 -1.2224
C -0.702 -0.159 0.424 2.0434
O -2.053 -0.509 0.084 -0.4985
C -0.681 1.314 0.722 -1.7726
N -1.179 2.207 -0.285 0.0730
C -0.616 2.034 -1.566 0.4245
O 0.554 1.933 -1.814 -0.6241
O -1.504 2.472 -2.498 -0.4945
H 0.406 -0.416 2.258 0.3162
H 0.092 -1.941 1.457 0.0163
H -1.130 -1.275 2.456 0.3762
H -0.053 -0.345 -0.435 -0.0301
H -2.107 -1.318 -0.497 0.2275
H -1.202 1.479 1.717 0.3625
H 0.364 1.562 0.872 0.0089
H -2.184 2.161 -0.334 0.4530
H -1.127 2.664 -3.356 0.3779
O -2.529 -3.723 0.561 -0.6243
H -2.566 -3.855 -0.379 0.3112
H -3.000 -2.929 0.910 0.3053
O 2.721 2.085 2.517 -0.6565
H 1.879 2.562 2.304 0.3823
H 2.677 2.161 3.479 0.3040
O -3.996 1.537 0.249 -0.7439
H -4.458 1.433 -0.601 0.3192
H -3.492 0.742 0.431 0.3509
O 0.531 3.745 2.507 -0.7341
H 0.581 4.627 2.063 0.3300
H 0.032 3.231 1.850 0.5232
O 3.635 -2.287 -1.015 -0.6708
H 3.382 -1.347 -0.894 0.3343
H 4.073 -2.535 -0.199 0.3098
O 0.928 -3.439 -0.650 -0.6817
H 1.640 -2.787 -0.745 0.3800
H 1.023 -3.754 0.251 0.2820
O 1.258 -0.478 -3.081 -0.5373
H 1.606 0.454 -2.975 0.3002
H 2.089 -0.802 -3.508 0.2883
O 2.471 0.025 0.546 -0.6256
H 2.930 0.402 1.304 0.3503
H 1.890 0.717 0.250 0.1531
O -0.973 -2.271 -2.007 -0.6578
H -0.533 -1.831 -2.736 0.2099
H -0.324 -2.615 -1.334 0.4611

---

Arrangement Q

44
Properties=species:S:1:pos:R:3:mulliken_charge:R:1 method="wB97M-V/def2-TZVPD" gap_ha=0.380 smiles="CN(C=O)CC=O.O.O.O.O.O.O.O.O.O.O" total_charge=0 mol_weight_g_mol=281.25
C -0.381 -1.589 -2.187 -0.8270
N 0.528 -1.057 -1.166 0.3773
C 1.690 -0.466 -1.604 -0.3921
O 2.529 -0.012 -0.857 -0.6311
C -0.181 -0.520 -0.035 -0.4026
C 0.737 -0.134 1.113 0.2228
O 0.529 0.891 1.722 -0.7273
H -0.835 -2.482 -1.762 0.3098
H -1.144 -0.901 -2.540 0.2092
H 0.242 -1.852 -3.046 0.4027
H 1.788 -0.467 -2.696 0.4342
H -0.713 -1.362 0.442 0.2941
H -0.834 0.335 -0.222 0.2409
H 1.579 -0.790 1.344 0.4431
O 0.271 -2.317 3.456 -0.6415
H 1.125 -2.086 3.053 0.2726
H 0.484 -1.914 4.311 0.3383
O -2.236 1.229 1.613 -0.6760
H -2.684 1.424 2.438 0.2104
H -1.304 1.010 1.783 0.3322
O 3.006 -0.302 3.123 -0.5982
H 3.063 0.262 2.344 0.2274
H 3.863 -0.734 3.189 0.3247
O -3.667 -0.999 0.817 -0.6492
H -3.819 -1.556 1.556 0.3173
H -3.104 -0.227 1.016 0.3755
O -2.770 3.659 0.073 -0.6894
H -2.474 2.836 0.479 0.3665
H -2.024 4.180 -0.223 0.3325
O -2.080 1.874 -2.719 -0.7175
H -2.429 1.007 -2.532 0.2637
H -2.242 2.495 -2.006 0.3328
O 4.817 1.249 0.112 -0.6408
H 4.708 1.088 1.046 0.2769
H 4.029 0.797 -0.244 0.5714
O 3.749 -2.766 0.278 -0.5961
H 3.436 -3.682 0.279 0.3101
H 3.172 -2.432 -0.423 0.2703
O -3.802 0.010 -1.244 -0.7408
H -3.884 -0.602 -0.503 0.4729
H -3.995 0.892 -0.934 0.2655
O 0.592 1.750 -2.616 -0.5232
H -0.351 1.888 -2.859 0.4066
H 1.018 2.374 -3.169 0.2510

---

Most favorable first, least favorable last: arrangement P, arrangement Q

---

Arrangement P

23
Properties=species:S:1:pos:R:3:mulliken_charge:R:1 method="wB97M-V/def2-TZVPD" gap_ha=0.188 total_charge=-1 mol_weight_g_mol=119.18
C 1.522 1.772 1.831 -0.2443
O 2.650 2.337 1.997 -0.8251
C 1.118 1.531 0.202 -0.9404
C -0.236 0.872 -0.017 -0.2302
C -0.418 -0.567 0.377 -0.7834
C 0.706 -1.596 0.086 -0.2243
C 0.415 -2.304 -1.208 -1.2752
H 0.613 2.382 2.188 0.1472
H 1.515 0.685 2.183 0.0461
H 1.956 1.010 -0.193 0.3379
H 1.045 2.574 -0.231 0.3205
H -0.851 1.454 0.689 0.2109
H -0.576 0.997 -1.003 0.2620
H -0.520 -0.682 1.455 0.3768
H -1.346 -1.025 0.012 0.3223
H 0.800 -2.293 0.887 0.3298
H 1.713 -1.062 0.028 0.1988
H 0.257 -1.718 -2.073 0.3211
H 1.225 -2.963 -1.383 0.4010
H -0.609 -2.842 -1.132 0.2553
H -3.155 0.911 -1.227 0.3154
H -4.340 0.156 -1.528 0.3064
O -3.485 0.371 -1.939 -0.6287

---

Arrangement Q

23
Properties=species:S:1:pos:R:3:mulliken_charge:R:1 method="wB97M-V/def2-TZVPD" gap_ha=0.210 total_charge=-1 mol_weight_g_mol=119.18
C 1.625 0.749 -1.436 -0.5210
O 2.279 1.445 -0.486 -0.8931
C 0.170 0.301 -0.979 -0.6425
C 0.167 -0.990 -0.171 0.6188
C 1.033 -0.843 1.097 -1.5257
C -1.257 -1.457 0.193 -0.6424
C -1.970 -2.155 -1.001 -1.2356
H 1.435 1.295 -2.381 0.2651
H 2.169 -0.203 -1.682 0.1538
H -0.149 1.173 -0.393 0.1471
H -0.453 0.105 -1.862 0.3245
H 0.601 -1.772 -0.804 0.2165
H 1.559 -1.736 1.457 0.3034
H 1.757 -0.075 0.936 0.4534
H 0.392 -0.469 1.893 0.3211
H -1.814 -0.540 0.435 0.3169
H -1.254 -2.179 1.012 0.3432
H -1.804 -1.593 -1.910 0.3198
H -3.028 -2.244 -0.777 0.3591
H -1.554 -3.152 -1.105 0.3218
H 0.121 4.056 2.329 0.3357
H 0.083 5.293 3.263 0.3092
O -0.106 4.991 2.373 -0.6491

---

Most favorable first, least favorable last: arrangement Q, arrangement P

---

Arrangement P

61
Properties=species:S:1:pos:R:3:mulliken_charge:R:1 method="wB97M-V/def2-TZVPD" gap_ha=0.286 total_charge=+1 mol_weight_g_mol=323.47
Na 0.219 0.133 -0.598 0.9965
C -0.280 -5.431 -3.674 -1.3148
C 0.729 -5.113 -2.550 0.5073
C 2.148 -4.800 -3.101 -1.2003
O 0.210 -3.993 -1.878 -0.5072
H -0.387 -4.627 -4.402 0.2882
H -1.242 -5.713 -3.244 0.4049
H -0.078 -6.338 -4.244 0.3728
H 0.808 -5.969 -1.879 0.2011
H 2.860 -5.046 -2.314 0.3173
H 2.444 -3.773 -3.317 0.3260
H 2.300 -5.542 -3.885 0.3092
H -0.596 -4.412 -1.568 0.2993
C -4.095 5.354 0.741 -1.4662
C -2.780 4.706 0.710 0.6901
C -1.977 4.683 1.961 -1.2380
O -3.046 3.340 0.501 -0.5781
H -4.526 5.507 -0.249 0.3679
H -3.813 6.365 1.034 0.3479
H -4.846 4.995 1.444 0.4280
H -2.147 5.137 -0.066 0.1817
H -1.037 4.133 1.911 0.3053
H -2.556 4.248 2.776 0.2670
H -1.849 5.730 2.238 0.3513
H -3.985 3.237 0.677 0.3433
C 5.820 -1.226 1.968 -1.1214
C 4.766 -0.135 2.395 0.3935
C 5.480 0.896 3.246 -1.3513
O 4.225 0.575 1.307 -0.5791
H 6.618 -0.807 1.356 0.3275
H 5.234 -2.040 1.541 0.2956
H 6.254 -1.570 2.907 0.3400
H 3.903 -0.511 2.944 0.2686
H 6.478 1.140 2.883 0.3458
H 5.541 0.681 4.313 0.3713
H 5.044 1.895 3.275 0.3868
H 4.793 1.215 0.873 0.3236
C -2.814 -0.359 5.956 -1.1606
C -1.508 -1.068 5.363 0.1301
C -1.747 -2.556 5.471 -1.1851
O -1.423 -0.684 3.971 -0.5082
H -2.882 -0.343 7.044 0.3340
H -3.648 -0.778 5.393 0.3704
H -2.733 0.711 5.764 0.3130
H -0.548 -0.734 5.755 0.3733
H -1.213 -2.894 6.359 0.3497
H -1.278 -3.058 4.624 0.3510
H -2.773 -2.903 5.588 0.2999
H -2.300 -0.988 3.728 0.3322
C -1.676 2.628 -5.835 -1.1264
C -1.038 1.242 -5.320 0.1893
C -0.735 0.490 -6.576 -1.1297
O 0.191 1.697 -4.722 -0.5733
H -2.447 2.444 -6.582 0.3575
H -0.835 3.175 -6.261 0.3441
H -2.088 3.173 -4.985 0.2733
H -1.748 0.674 -4.720 0.3578
H -1.660 0.460 -7.151 0.3565
H -0.370 -0.512 -6.352 0.2916
H -0.005 0.961 -7.235 0.3075
H 0.648 2.302 -5.311 0.3508

---

Arrangement Q

61
Properties=species:S:1:pos:R:3:mulliken_charge:R:1 method="wB97M-V/def2-TZVPD" gap_ha=0.406 total_charge=+1 mol_weight_g_mol=323.47
Na 21.521 -10.200 -24.286 0.5236
C 22.968 -5.730 -25.202 -1.6223
C 22.157 -7.005 -25.368 0.9654
C 22.228 -7.526 -26.784 -1.2049
O 22.639 -8.039 -24.491 -0.3109
H 23.998 -5.845 -25.534 0.3743
H 22.917 -5.357 -24.175 0.4697
H 22.500 -4.938 -25.793 0.4096
H 21.122 -6.768 -25.095 0.0082
H 21.486 -8.300 -26.969 -0.0594
H 23.219 -7.945 -26.980 0.3836
H 22.115 -6.740 -27.531 0.4064
H 23.061 -7.608 -23.742 0.1804
C 19.381 -12.879 -23.416 -1.2244
C 20.344 -13.582 -24.337 0.6830
C 19.674 -14.129 -25.583 -1.3705
O 21.306 -12.566 -24.740 -0.3413
H 18.781 -12.109 -23.900 0.1154
H 19.904 -12.399 -22.581 0.2808
H 18.736 -13.620 -22.938 0.5067
H 20.865 -14.399 -23.835 0.2211
H 18.929 -14.899 -25.367 0.4169
H 20.403 -14.546 -26.282 0.4017
H 19.109 -13.363 -26.119 0.1968
H 21.938 -12.978 -25.341 0.2120
C 19.963 -10.659 -27.657 -1.2143
C 18.982 -9.792 -26.901 0.5858
C 17.642 -10.488 -26.720 -1.4894
O 19.543 -9.497 -25.593 0.0336
H 20.817 -10.137 -28.080 0.3873
H 19.459 -11.184 -28.471 0.3905
H 20.289 -11.472 -26.999 0.0995
H 18.845 -8.839 -27.422 0.3240
H 17.780 -11.419 -26.166 0.1959
H 17.114 -10.650 -27.655 0.4429
H 17.007 -9.877 -26.068 0.4241
H 18.970 -8.808 -25.240 -0.0257
C 25.491 -11.467 -22.819 -1.4276
C 24.042 -11.961 -22.765 0.8656
C 23.892 -13.071 -21.729 -1.4634
O 23.169 -10.886 -22.392 -0.3325
H 25.933 -11.428 -21.822 0.3346
H 25.619 -10.511 -23.327 0.3455
H 26.101 -12.173 -23.394 0.4055
H 23.788 -12.338 -23.752 0.0715
H 24.226 -12.787 -20.727 0.4179
H 24.448 -13.979 -21.961 0.3929
H 22.820 -13.268 -21.648 0.3030
H 23.425 -10.555 -21.527 0.2203
C 18.224 -9.040 -21.406 -1.4453
C 19.337 -8.386 -22.204 1.4456
C 19.593 -6.951 -21.791 -1.3487
O 20.539 -9.186 -22.046 -0.2737
H 17.269 -8.519 -21.518 0.3887
H 18.449 -9.018 -20.335 0.3797
H 18.073 -10.084 -21.680 0.2697
H 19.104 -8.435 -23.267 -0.5986
H 19.927 -6.860 -20.758 0.4245
H 18.662 -6.386 -21.881 0.3773
H 20.308 -6.502 -22.483 0.2468
H 20.876 -8.973 -21.169 0.2244

---

Most favorable first, least favorable last: arrangement Q, arrangement P

---

Arrangement P

8
Properties=species:S:1:pos:R:3:mulliken_charge:R:1 method="wB97M-V/def2-TZVPD" gap_ha="0.291 / 0.271" total_charge=+1 mol_weight_g_mol=71.06
C 1.142 0.604 0.010 0.0585
C -0.223 -0.998 -0.123 -0.0266
N -0.058 1.140 0.035 -0.2406
N -0.870 0.091 -0.088 -0.1374
O 1.089 -0.735 -0.074 -0.1927
H 2.044 1.069 0.038 0.4527
H -0.478 -1.967 -0.251 0.4820
H -2.645 0.796 0.454 0.6042

---

Arrangement Q

8
Properties=species:S:1:pos:R:3:mulliken_charge:R:1 method="wB97M-V/def2-TZVPD" gap_ha=0.309 smiles="N#CC[NH+]=O" total_charge=+1 mol_weight_g_mol=71.06
N -2.414 -0.702 0.077 -0.1649
C -1.305 -0.511 -0.089 0.0661
C 0.217 -0.462 -0.127 -0.1047
N 0.674 0.795 0.196 0.2676
O 0.189 1.800 -0.242 -0.0912
H 0.495 -1.304 0.505 0.3273
H 0.527 -0.586 -1.155 0.2788
H 1.617 0.970 0.835 0.4210

---

Most favorable first, least favorable last: arrangement Q, arrangement P